{"formula": "C20H55BBrN14O26", "method": "wB97M-V/def2-TZVPD", "symbols": ["C", "H", "N", "C", "O", "O", "C", "O", "O", "H", "C", "H", "O", "C", "H", "H", "C", "O", "O", "H", "C", "C", "H", "O", "H", "C", "H", "N", "N", "C", "O", "H", "N", "H", "C", "O", "O", "H", "H", "H", "O", "H", "N", "N", "O", "C", "O", "H", "H", "H", "H", "N", "N", "H", "H", "H", "N", "H", "H", "O", "H", "N", "H", "N", "H", "C", "H", "H", "O", "C", "O", "O", "C", "C", "O", "N", "O", "H", "H", "N", "O", "N", "Br", "H", "B", "H", "H", "H", "H", "O", "H", "H", "C", "O", "H", "H", "C", "H", "H", "C", "O", "C", "O", "H", "H", "H", "H", "H", "H", "H", "H", "H", "H", "H", "O", "H", "H"], "coordinates": [[3.598, 9.456, 11.470], [-0.156, -4.107, -6.134], [-3.103, -3.106, -7.684], [-3.238, -2.083, -3.167], [-4.305, -0.282, -5.527], [-3.619, -0.978, -1.161], [6.814, -5.939, -5.076], [-0.952, -6.363, -5.158], [3.194, 7.268, 10.888], [7.378, -5.016, -5.165], [1.003, 0.641, 0.528], [0.585, 1.154, 1.397], [-6.010, 0.956, 2.787], [4.101, 2.650, -3.703], [0.529, -1.097, -0.585], [3.683, 5.889, 6.142], [-3.651, 1.926, -5.447], [1.596, 8.346, 11.851], [-6.550, -0.918, 1.880], [-3.265, -1.520, -4.093], [0.235, -1.249, 4.688], [3.383, 3.603, 1.273], [-2.510, -2.262, 0.540], [-2.098, -2.618, -7.206], [-7.110, 0.766, 0.004], [1.573, -2.217, 2.702], [-5.379, 0.316, -0.081], [7.029, -6.713, -6.331], [2.723, 8.255, 11.401], [3.129, 4.978, 5.938], [4.397, -3.674, -6.711], [0.438, 7.268, 10.036], [3.481, 3.224, -0.163], [2.456, -2.760, 3.058], [-1.446, -2.394, 0.740], [2.518, -4.121, -5.757], [4.587, 2.979, -0.611], [2.068, -5.679, -7.530], [-2.483, -2.860, -3.204], [-0.933, 7.147, 8.885], [4.504, 4.434, 4.162], [3.870, 9.713, 10.450], [-4.629, 0.838, -5.177], [4.132, 2.293, -5.149], [3.081, 2.264, -5.755], [1.322, -1.069, 3.640], [2.385, 4.558, 3.786], [3.826, -5.973, -7.704], [0.749, -2.932, 2.813], [-5.049, -3.802, -7.315], [2.086, 0.748, 0.471], [0.950, 6.863, 8.037], [3.336, -4.257, -6.642], [5.755, -5.740, -4.969], [-1.461, -0.288, 0.447], [3.074, 2.831, -3.411], [3.356, 4.629, 4.509], [3.783, 2.777, 1.852], [7.189, -6.543, -4.256], [5.220, 2.061, -5.637], [2.665, -0.012, 2.906], [1.972, 0.029, 3.659], [0.248, -2.295, 5.002], [-1.279, -5.252, -4.805], [2.064, 5.126, 6.099], [-0.319, -4.145, -5.064], [-5.857, 1.904, 0.588], [3.035, -4.686, -8.667], [8.169, -7.016, -6.605], [-6.136, 0.863, 0.474], [0.628, 6.305, 7.007], [-2.335, -4.985, -4.257], [3.034, -5.229, -7.727], [0.022, 6.731, 9.192], [6.054, -6.987, -7.001], [-6.236, 0.255, 1.827], [-5.669, 1.121, -4.630], [4.476, 9.184, 12.047], [-0.982, -2.774, -0.170], [-9.210, -4.007, 3.435], [2.454, 3.163, -0.802], [-2.854, -1.136, -2.093], [1.873, -3.627, 0.050], [-3.872, -4.056, -5.989], [1.735, -1.828, 1.119], [-0.746, -0.979, 4.302], [-4.069, 2.857, -5.083], [-4.516, -2.418, -6.312], [-0.754, -3.220, -4.704], [-1.787, -0.580, -2.219], [3.979, 4.497, 1.414], [3.516, 4.152, 6.528], [-4.231, -3.369, -6.752], [1.969, 7.504, 8.183], [-7.290, -3.190, 3.605], [-8.616, -1.996, 3.489], [-0.845, -0.995, 1.018], [-0.942, -0.723, 2.071], [0.490, -0.659, 5.569], [-8.226, -2.935, 3.118], [-3.250, -3.390, -8.854], [0.584, -0.846, 0.482], [-10.229, -3.691, 4.017], [-2.732, 1.672, -4.925], [4.521, 1.821, -3.144], [-0.072, 5.672, 9.409], [4.710, 3.540, -3.579], [0.598, 1.138, -0.362], [-4.210, -2.503, -2.934], [-8.100, -2.911, 2.042], [2.826, -1.302, 0.958], [3.043, 10.256, 11.945], [-3.487, 1.955, -6.520], [0.597, -4.375, -4.537], [-8.930, -5.134, 3.087], [-1.285, -3.058, 1.586], [2.343, 3.775, 1.504]], "mulliken_charge": [-0.735, 0.197, 0.928, -0.745, -0.510, -0.520, -0.647, -0.606, -0.457, 0.279, -1.701, 0.298, -0.540, -0.697, 0.196, 0.291, -0.758, -0.558, -0.503, 0.232, -1.219, -0.902, 0.391, -0.518, 0.285, -0.979, 0.111, 0.885, 0.863, -0.793, -0.517, 0.089, 1.027, 0.328, -1.502, -0.477, -0.606, 0.256, 0.229, 0.286, -0.550, 0.285, 0.831, 0.891, -0.537, 1.030, -0.511, 0.209, 0.150, 0.309, 0.232, 0.919, 0.857, 0.261, 0.579, 0.323, 0.937, 0.319, 0.284, -0.550, 0.333, -0.797, 0.295, 1.052, 0.318, -0.595, 0.294, 0.309, -0.545, -0.513, -0.570, -0.596, -0.635, -0.537, -0.531, 0.902, -0.536, 0.284, 0.172, 0.878, -0.488, 1.019, -0.511, 0.191, 0.208, 0.231, 0.299, 0.124, 0.146, -0.524, 0.324, 0.311, -0.426, -0.496, 0.293, 0.323, -0.611, 0.236, 0.396, -0.717, -0.564, 0.699, -0.535, 0.298, 0.292, 0.317, 0.267, 0.419, 0.308, 0.289, -0.224, 0.305, 0.301, 0.403, -0.529, 0.341, 0.358], "multiplicity": 1, "homo_lumo_gap_ev": 5.83, "charge": -1}

=====

{"formula": "C29H29N2O3PbS2", "method": "wB97M-V/def2-TZVPD", "symbols": ["C", "C", "H", "C", "N", "C", "H", "H", "C", "O", "H", "C", "C", "H", "C", "N", "C", "C", "C", "H", "S", "H", "O", "H", "H", "H", "C", "H", "H", "C", "H", "C", "H", "H", "H", "C", "H", "C", "H", "C", "Pb", "H", "C", "C", "H", "C", "H", "C", "C", "H", "H", "H", "C", "C", "H", "H", "C", "C", "C", "C", "H", "S", "O", "H", "C", "H"], "coordinates": [[2.302, 0.188, -5.180], [-3.382, -1.626, -1.883], [4.310, 2.448, -3.671], [-0.326, 2.397, -3.513], [1.132, 1.397, 4.027], [3.472, 0.820, -4.790], [-3.576, -2.636, -1.526], [0.694, -2.722, 1.876], [-1.195, -1.563, 1.801], [-3.021, 0.109, -4.245], [4.432, 0.432, -5.103], [0.991, 1.819, -3.979], [-2.230, -0.871, 6.403], [2.502, -0.367, 2.404], [-1.342, -1.563, -0.501], [-1.513, 1.766, -4.044], [-1.576, 0.101, -2.285], [1.069, 0.687, -4.778], [2.173, 2.443, -3.582], [2.345, -0.696, -5.803], [1.840, 0.932, 5.563], [-0.354, 2.371, -2.424], [3.044, 0.186, 4.971], [0.514, -2.739, -0.784], [-0.492, 0.242, -2.291], [1.901, 0.000, -1.881], [2.287, 0.040, 1.430], [-1.503, -1.492, 8.344], [-3.220, -1.277, 6.558], [-1.959, -1.123, 0.700], [-3.894, -0.935, -1.216], [-0.098, -2.281, 1.295], [-2.671, -0.125, 4.422], [1.762, 2.152, 1.866], [-0.112, -2.150, -2.893], [-0.081, 1.003, 3.853], [-0.367, 3.452, -3.782], [-1.873, -1.355, -1.904], [-1.381, -3.343, -2.615], [1.733, 1.491, -0.243], [0.103, -0.035, 0.572], [-1.399, -1.352, 2.837], [-2.114, 0.623, -3.600], [1.933, 1.374, 1.143], [0.778, -0.546, 8.001], [0.025, -0.465, 7.227], [-1.837, 2.061, -4.951], [-1.259, -0.994, 7.415], [0.310, 0.170, 6.021], [2.127, 3.314, -2.940], [2.578, -1.701, 0.084], [-2.842, -0.515, 0.770], [-1.191, -2.305, -2.883], [-0.193, -2.284, -0.113], [0.161, 0.192, -5.096], [1.395, 2.372, -0.758], [-1.921, -0.222, 5.195], [1.966, 0.230, -0.831], [3.403, 1.952, -3.988], [2.329, -0.662, 0.204], [-1.933, 0.763, -1.496], [-1.014, 1.441, 2.356], [2.258, 2.351, 5.980], [-3.799, -1.517, -2.879], [-0.631, 0.290, 5.018], [-1.570, -2.141, -3.885]], "mulliken_charge": [-0.715, -1.891, 0.423, -0.960, -0.439, -0.505, 0.455, 0.514, -0.826, -0.660, 0.411, 0.756, -0.693, 0.688, 0.218, -0.041, -0.706, -0.142, -0.322, 0.435, 0.926, -0.046, -0.580, 0.655, -0.281, 0.632, -0.276, 0.424, 0.411, -0.947, 0.347, -1.055, 0.578, 0.708, 0.322, 0.489, 0.577, 2.770, 0.442, -0.223, 1.302, 0.804, 0.095, -1.583, 0.480, -0.555, 0.305, -0.612, 0.135, 0.521, 0.651, 0.465, -2.119, -0.727, 0.454, 0.596, -0.395, 0.107, -0.707, -1.366, 0.634, -0.237, -0.568, 0.501, 0.469, 0.475], "relative_energy_kcal_mol": 100.4, "multiplicity": 1, "homo_lumo_gap_ev": 5.91, "charge": 1}

=====

It is found that the calculated total energy values, taken in the order of the records, are -6115.60200 -2446.40934 Ha.
It is found that the HOMO values, taken in the order of the records, are -4.95 -11.94 eV.